# 1
The following is a DFT calculation (ωB97M-V with the def2-TZVPD basis set) of a molecular structure, C14H15N6O5ReS.

```
42
Properties=species:S:1:pos:R:3
Re -0.8388 0.0407 1.0199
O 4.0648 0.7854 4.6366
C 3.0161 0.6971 3.8239
C 2.0559 1.7132 3.7010
C 1.0083 1.4868 2.8403
N 0.8991 0.3447 2.1708
C 1.8412 -0.5914 2.2153
C 2.9295 -0.4684 3.0375
C 1.5609 -1.6543 1.1893
O 2.2518 -2.5947 0.9528
O 0.4393 -1.3610 0.4934
C -0.0698 2.4569 2.4072
O -0.1774 3.5682 2.8156
O -0.8426 1.9125 1.4443
H 4.0629 1.6120 5.1373
H 2.1270 2.6549 4.2286
H 3.7008 -1.2232 3.0688
C -0.4607 -2.8401 -2.0669
N -0.0295 -1.4900 -2.4319
C 1.3503 -1.4292 -2.9151
C -0.7382 -0.3995 -2.1725
S -2.0246 -0.4363 -0.9657
N -0.5228 0.7301 -2.8418
C -1.0656 2.0110 -2.3793
C -0.0593 0.7410 -4.2335
H -0.4340 -3.4577 -2.9645
H -1.4690 -2.8206 -1.6692
H 0.2229 -3.2429 -1.3209
H 1.9403 -2.0747 -2.2640
H 1.7242 -0.4120 -2.8454
H 1.4379 -1.7842 -3.9418
H -0.9346 2.1213 -1.3058
H -2.1235 2.0964 -2.6286
H -0.5119 2.7980 -2.8871
H -0.0157 -0.2710 -4.6242
H 0.9161 1.2177 -4.3241
H -0.7884 1.3064 -4.8140
N -7.2050 -0.2819 1.8888
C -6.0929 -0.3831 2.1661
N -4.8371 -0.5533 2.5201
C -3.7269 -0.3304 2.0731
N -2.5805 -0.1945 1.7654
```

Computed properties:
Total charge: +1
Max |F|: 0.63 eV Å⁻¹
Energy: -1723.4756 Eh
Energy relative to the best compared isomer or geometry (same formula, charge and spin): 0.660 eV
Multiplicity: 2
HOMO-LUMO gap (alpha / beta): 6.555 / 6.585 eV
E_LUMO (alpha / beta): -0.1846 / -0.1782 Ha

# 2
The following is a DFT calculation (ωB97M-V with the def2-TZVPD basis set) of 2 unconnected molecules or ions with the total composition C4H12 at a distorted geometry.

```
16
Properties=species:S:1:pos:R:3
C 1.0238 -1.1951 -2.0337
C -0.2193 -0.6401 -1.3807
H 1.1362 -0.8501 -3.0801
H 1.9045 -0.7917 -1.4768
H 1.0374 -2.2379 -2.2341
H -0.3669 0.4015 -1.6536
H -1.1009 -1.1915 -1.6843
H -0.2361 -0.7274 -0.2928
C -1.0598 0.6891 2.0477
C 0.2221 1.2134 1.4578
H -1.1521 1.0789 3.0617
H -1.9927 0.7602 1.5160
H -1.0349 -0.3962 2.0996
H 0.8914 1.9016 2.0031
H 0.1192 1.6913 0.4912
H 0.8282 0.2940 1.1589
```

Computed properties:
Total charge: 0
Max |F|: 2.85 eV Å⁻¹
Energy: -159.5601 Eh
Energy relative to the best compared isomer or geometry (same formula, charge and spin): 0.678 eV
HOMO-LUMO gap: 12.446 eV
E_LUMO: 0.0424 Ha
SMILES: CC.CC

# 3
The following is a DFT calculation (ωB97M-V with the def2-TZVPD basis set) of a gas-phase ion, C2HN5O3S (charge +2) at a distorted geometry.

```
12
Properties=species:S:1:pos:R:3
N -2.8968 -0.8636 -1.5312
C -1.8459 -0.4727 -1.7335
S -0.1701 0.2494 -1.7335
O -0.2613 1.6595 -1.6523
O 0.7827 -0.7317 -2.1426
C 0.2842 -0.0304 0.3338
N 1.5111 0.4032 0.6718
N 1.5433 0.4337 2.0422
N 0.5546 0.0338 2.5712
N -0.3773 -0.2904 1.5252
O -1.5131 -0.6745 1.6968
H 2.3884 0.2836 -0.0479
```

Computed properties:
Total charge: +2
Max |F|: 5.57 eV Å⁻¹
Energy: -973.3005 Eh
Energy relative to the best compared isomer or geometry (same formula, charge and spin): 2.960 eV
HOMO-LUMO gap (alpha / beta): 5.958 / 6.004 eV
E_LUMO (alpha / beta): -0.5888 / -0.5871 Ha
SMILES: N#CS(=O)(=O)C1=[NH+]N=N[N+]1=O

# 4
The following is a DFT calculation (ωB97M-V with the def2-TZVPD basis set) of a molecular structure, C14H30ClMoO2P2Si at a distorted geometry.

```
51
Properties=species:S:1:pos:R:3
C 0.4406 -0.0691 -5.3110
C 1.3599 0.3014 -4.2457
H 0.8594 -0.1500 -6.3234
H -0.4143 0.6332 -5.2789
H 0.0776 -1.0913 -5.0782
O 2.4459 0.7985 -4.0923
Cl -2.4757 -0.2080 -1.9105
Mo -0.0933 -0.0217 -1.7028
P -0.2568 2.2659 -1.0926
C 1.0061 3.1329 -0.0859
C -0.3667 3.3281 -2.5770
H -0.1882 4.3605 -2.2518
H -1.8805 3.6886 0.0324
H -1.3498 3.2440 -3.0635
H -2.6679 2.2558 -0.7453
H 2.0282 2.8029 -0.3240
H 0.4225 3.0245 -3.2762
C -1.7983 2.6133 -0.1823
H 0.9250 4.2117 -0.2773
H -1.7487 2.0811 0.7705
H 0.8102 2.9407 0.9792
P 0.0058 -2.3315 -0.8319
C 1.3017 -2.9424 0.3055
C -1.5023 -2.6906 0.1111
H -0.8807 -3.5080 -2.7438
H 0.1352 -4.5950 -1.7118
H 0.9104 -3.3918 -2.7703
C 0.0350 -3.5888 -2.1446
H -2.3922 -2.5056 -0.4925
H -1.4988 -3.7256 0.4703
H 1.2634 -4.0398 0.2989
H 1.1172 -2.5679 1.3186
H -1.5237 -2.0184 0.9665
H 2.3069 -2.6259 0.0011
C 1.9162 0.0534 -1.3952
O 3.0822 0.1127 -1.2501
C 1.4233 -0.8330 4.1580
Si -0.0892 0.0057 3.4550
C -1.6315 -0.8931 4.0612
C -0.0629 1.7533 4.1089
C -0.0609 -0.0463 1.6159
C -0.1146 0.1496 0.3672
H 1.4536 -0.6833 5.2526
H 2.3311 -0.4124 3.6924
H 1.3486 -1.9099 3.9426
H -1.7506 -0.8185 5.1558
H -2.4960 -0.4311 3.5780
H -1.5795 -1.9516 3.7868
H 0.8638 2.2708 3.8061
H -0.9237 2.3121 3.7110
H -0.1226 1.7098 5.2136
```

Computed properties:
Total charge: +3
Max |F|: 7.56 eV Å⁻¹
Energy: -2201.3337 Eh
Multiplicity: 3
HOMO-LUMO gap (alpha / beta): 4.844 / 4.449 eV
E_LUMO (alpha / beta): -0.4964 / -0.5063 Ha